No. 1
Density functional theory data (ωB97M-V with the def2-TZVPD basis set) for a 11-piece molecular cluster, C18H40BN3O36S7 overall at a distorted geometry.

```
105
Properties=species:S:1:pos:R:3:forces:R:3
N -7.83013 -18.90207 -3.62141 -0.158 0.584 0.704
H -7.72436 -19.70986 -4.21839 0.411 -0.747 0.247
H -7.00093 -18.39624 -3.34454 0.656 0.047 -0.547
H -8.28970 -19.10734 -2.74576 -0.334 -0.921 0.291
H -8.45642 -18.30426 -4.14149 -0.207 0.671 -0.371
N -12.09184 -16.67619 -7.45971 -0.188 1.231 0.469
H -12.49864 -15.78008 -7.23254 -0.114 0.659 -0.468
H -11.08783 -16.57661 -7.41340 0.616 -0.076 0.306
H -12.31035 -17.01360 -8.38626 -0.239 -0.255 -0.376
H -12.42258 -17.27986 -6.72059 0.292 -0.939 0.356
N -14.31894 -20.34453 -11.94278 0.394 0.681 -0.311
H -14.28561 -19.41211 -11.55603 0.759 0.776 0.605
H -13.38746 -20.59515 -12.24219 0.726 0.105 -0.192
H -14.89996 -20.17844 -12.75206 -0.946 -1.273 -0.096
H -14.50828 -20.92977 -11.14169 -1.150 -0.685 -0.001
O -9.79180 -18.15344 -5.22362 -2.857 -1.205 -1.932
C -10.62613 -18.96004 -5.66504 3.708 0.667 2.706
O -11.88115 -18.76207 -5.89798 -1.279 -0.101 -0.625
B -12.52924 -20.05812 -6.34105 0.554 -1.736 1.362
O -11.44341 -21.07797 -6.01382 -1.321 0.777 -0.741
C -10.34299 -20.47150 -5.68008 2.651 -2.422 1.563
O -9.31568 -21.05540 -5.26088 -2.692 2.467 -1.477
O -13.80562 -20.36754 -5.60814 1.706 0.815 0.078
C -14.80452 -20.36969 -6.44864 -2.798 -0.160 0.315
O -16.00781 -20.50629 -6.18187 3.738 0.549 -1.030
C -14.13729 -20.15289 -7.85059 -3.870 -0.465 -2.582
O -12.84957 -20.04993 -7.76886 0.511 0.479 0.779
O -14.81187 -20.11587 -8.88675 1.661 0.066 1.556
C -11.33634 -24.02720 -10.59471 0.846 -0.278 -0.568
C -12.20752 -23.52523 -9.49128 0.797 -0.596 1.818
O -12.47135 -22.17306 -9.79411 -0.504 2.569 1.039
S -11.18530 -21.47647 -10.51252 1.392 -2.816 -1.505
O -9.87350 -21.42109 -9.84043 -3.795 0.541 -0.747
O -11.70192 -20.36145 -11.31101 1.013 -2.172 1.519
O -11.13957 -22.86929 -11.41116 0.786 1.380 -1.472
H -11.89979 -24.83631 -11.05942 0.359 0.439 -1.041
H -10.35169 -24.41708 -10.33669 -0.152 0.075 0.411
H -11.68477 -23.52979 -8.53482 -0.281 -0.330 0.175
H -13.09416 -24.15889 -9.46994 -0.352 0.840 0.300
C -15.96252 -20.28708 -1.75562 0.654 -0.155 -0.331
C -14.46246 -20.20643 -2.06276 0.068 -3.395 -1.753
O -13.86101 -19.19416 -1.35101 -0.033 1.736 1.688
S -14.60874 -19.02865 0.08862 -2.447 1.463 2.303
O -15.03337 -17.63255 0.29940 1.480 -3.023 -0.938
O -13.97289 -19.70882 1.22747 -1.165 0.982 -3.345
O -16.03813 -19.84533 -0.40710 1.584 0.739 0.656
H -16.39821 -21.27914 -1.87430 0.602 -0.386 0.561
H -16.57345 -19.74698 -2.47892 0.073 1.087 0.427
H -14.21058 -20.24152 -3.12268 -0.351 1.340 -0.219
H -13.92165 -21.12681 -1.84246 -0.453 -0.474 0.904
C -15.26785 -23.42066 -7.13526 -0.902 0.773 -0.651
C -16.04927 -24.52626 -6.55916 -0.542 -1.558 -0.122
O -15.86122 -24.39522 -5.20226 1.425 0.225 2.819
S -14.30883 -24.00558 -4.81746 -1.555 -2.733 -0.673
O -13.51227 -25.22798 -4.80058 -0.933 2.635 -0.483
O -14.40034 -23.19890 -3.64312 0.561 0.245 -1.287
O -14.12480 -23.19713 -6.27838 0.226 -0.371 0.598
H -15.96021 -22.57882 -7.12971 0.702 0.509 -0.021
H -15.06075 -23.70808 -8.16608 0.919 0.426 0.082
H -15.68093 -25.48682 -6.91936 -0.179 -0.294 0.097
H -17.13022 -24.43982 -6.66951 0.140 -0.038 -0.586
C -6.92264 -12.74270 -4.33307 1.167 0.574 0.358
C -6.46241 -13.16434 -5.70130 -0.715 2.460 -0.783
O -6.39665 -14.52774 -5.69088 0.441 -4.727 -0.091
S -7.43374 -15.28850 -4.71562 -1.445 2.463 1.029
O -6.79151 -16.30563 -3.87268 -1.059 2.011 -2.151
O -8.76002 -15.60058 -5.31997 3.762 0.639 1.125
O -7.60399 -13.87264 -3.86852 -1.691 -2.373 1.006
H -7.50629 -11.82275 -4.29930 -0.635 -0.446 -0.323
H -6.08729 -12.50545 -3.67428 0.207 -0.477 0.126
H -5.48645 -12.74158 -5.93979 -0.101 -0.259 -0.190
H -7.21415 -12.90725 -6.44755 0.173 0.451 -0.183
C -7.43839 -23.67738 -4.03891 -0.631 1.355 0.477
C -6.36018 -22.66209 -4.47602 -0.805 -0.423 0.360
O -6.26024 -21.74649 -3.39736 -0.205 1.852 2.196
S -7.10547 -22.02144 -1.98085 0.315 -2.673 -2.736
O -8.27711 -21.14609 -1.90808 1.993 -1.338 -0.245
O -6.18877 -22.14938 -0.88440 -1.438 0.363 -1.329
O -7.48730 -23.57502 -2.58212 0.015 1.189 1.004
H -7.33396 -24.70572 -4.38490 0.509 0.042 0.635
H -8.39150 -23.32394 -4.43230 -0.138 -0.022 0.131
H -6.75833 -22.04561 -5.28195 0.395 -0.473 -0.446
H -5.37859 -23.09972 -4.65789 -0.097 0.141 -0.062
C -19.13482 -19.02231 -5.65459 1.540 -1.845 1.425
C -19.13590 -20.59529 -5.73909 1.608 1.168 -0.749
O -20.45386 -20.91368 -6.09517 -0.911 -1.513 -0.782
S -21.24656 -19.76292 -6.86718 1.515 2.295 2.679
O -22.57588 -19.66186 -6.34691 1.234 -0.577 -1.324
O -20.85320 -19.63842 -8.23794 -0.615 -0.586 0.645
O -20.34699 -18.62114 -5.99478 -5.451 0.735 -2.275
H -18.47633 -18.56403 -6.39246 1.072 -0.112 0.840
H -19.11938 -18.82677 -4.58238 1.356 0.830 -0.093
H -18.80496 -21.13729 -4.85319 -0.730 0.240 0.256
H -18.35052 -20.80358 -6.46565 -0.612 -0.674 -0.625
C -14.11567 -15.52463 -10.37826 -0.411 -0.550 -1.316
C -14.88524 -16.84775 -10.63208 2.194 -1.213 0.852
O -13.80095 -17.76924 -11.17947 0.774 1.096 0.550
S -12.20101 -17.30825 -10.84912 -1.281 0.449 -3.205
O -11.47859 -17.25913 -12.10557 -1.755 0.559 2.271
O -11.59847 -18.12091 -9.83523 -0.962 1.163 0.712
O -12.70054 -15.83798 -10.24741 0.808 -1.592 -0.003
H -14.41672 -15.01026 -9.46563 -0.006 -0.043 -0.215
H -14.24757 -14.91822 -11.27435 0.232 0.380 0.313
H -15.71326 -16.86843 -11.34064 0.362 0.426 -0.077
H -15.18397 -17.32901 -9.70082 -0.191 0.061 -0.030
```
Positions in Å, forces in eV/Å.

Gap between HOMO and LUMO: 0.3075 Eh
Highest occupied orbital energy: -13.8392 eV
E_LUMO: -5.5 eV
Maximum force: 0.11576 hartree/bohr
Relative energy (zero: lowest compared OMol25 entry of this formula, charge and spin): 0.0 kJ/mol
Net charge: +2
Electronic energy: -173997.6246 eV

=====

No. 2
Density functional theory data (ωB97M-V with the def2-TZVPD basis set) for a 3-piece molecular cluster, C18H40NO10PS overall at a distorted geometry.

```
71
Properties=species:S:1:pos:R:3:forces:R:3
C 0.88294 1.01348 1.69909 0.849 -0.587 -0.299
C 1.65750 -0.35364 1.69409 0.607 1.769 0.902
O 0.88311 -1.46439 2.17437 -0.773 -1.306 -2.407
P -0.35943 -1.90392 1.16048 -2.556 1.267 2.715
O -1.60775 -1.17453 1.63005 1.977 -1.510 -1.054
C -0.11833 -1.44171 -0.62313 -0.123 -0.500 -0.658
C -1.32760 -0.64242 -1.21341 1.398 0.281 -0.256
O -2.29094 -1.59978 -1.71067 -1.061 1.318 0.611
S -3.77197 -0.91785 -2.04551 -0.474 1.482 0.362
O -3.64108 0.55361 -2.18892 0.360 -2.336 0.266
O -4.59280 -1.10815 -0.59185 0.833 -0.066 -1.105
C -5.83656 -1.77973 -0.86003 -0.991 -0.400 0.574
C -6.53178 -2.22667 0.47984 -0.088 -0.721 -0.686
C -8.05039 -1.84923 0.52818 0.536 0.436 0.356
C -8.33511 -0.44364 1.19337 -0.272 -0.590 -0.354
N -7.11237 0.36028 1.40322 -0.860 0.321 0.089
O -0.49837 -3.56358 1.35583 0.842 2.690 -0.882
C -1.64601 -4.05194 0.64585 -1.529 -1.881 0.304
C -2.99013 -3.89085 1.46742 1.285 0.700 -0.585
H 1.62649 1.76314 1.33786 -0.824 -0.447 0.306
H 0.59450 1.27138 2.74019 0.023 -0.225 -0.736
H -0.00549 1.00473 1.03994 0.396 0.013 0.427
H 2.17330 -0.54056 0.72701 -0.583 -0.122 0.446
H 2.47573 -0.21728 2.43887 -0.521 -0.355 -0.467
H 0.79156 -0.85340 -0.84443 -0.357 -0.358 0.479
H -0.03739 -2.37619 -1.22729 0.105 0.560 0.429
H -1.74113 0.10767 -0.51744 -0.010 -0.740 -0.155
H -0.94819 -0.08671 -2.10308 -0.219 -0.348 0.615
H -5.62844 -2.68094 -1.47550 -0.212 0.506 0.242
H -6.54688 -1.12182 -1.41347 0.672 -0.226 0.265
H -5.95402 -1.87500 1.35370 -0.348 -0.041 -0.518
H -6.48767 -3.34078 0.47749 0.080 0.695 0.221
H -8.43841 -1.84144 -0.51586 0.146 -0.179 0.717
H -8.59790 -2.61736 1.11237 0.273 0.346 -0.505
H -9.00388 0.10517 0.49323 0.428 -0.176 0.623
H -8.89806 -0.60785 2.14160 0.250 0.125 -0.587
H -6.73942 0.19657 2.33599 0.047 -0.129 -0.229
H -7.43632 1.32637 1.42923 0.394 -0.076 -0.065
H -1.49567 -5.15309 0.54661 0.300 0.795 0.028
H -1.73986 -3.66797 -0.39209 0.150 0.130 0.707
H -2.69973 -3.80319 2.53567 -0.384 -0.169 -0.631
H -3.43758 -2.93223 1.14311 -0.153 -0.631 0.415
H -3.63491 -4.77135 1.29324 0.200 0.560 0.088
O 3.22512 3.10520 1.36553 0.027 0.103 -0.096
C 3.65628 3.88399 0.55290 0.335 -0.177 -0.089
O 2.83051 4.41602 -0.35277 -0.497 0.087 0.191
C 3.19562 5.48150 -1.23755 0.182 0.097 -0.386
C 3.87442 4.95298 -2.48441 0.167 -0.110 0.052
C 5.12498 4.19220 0.48568 0.183 0.714 0.369
H 3.79668 6.23125 -0.71881 0.040 -0.106 0.041
H 2.26254 5.97257 -1.51420 -0.079 -0.152 0.186
H 4.80717 4.44021 -2.24788 -0.016 0.033 -0.027
H 4.09379 5.76831 -3.17589 -0.050 0.012 0.031
H 3.23363 4.22748 -2.98614 -0.022 0.058 0.010
H 5.61704 3.42521 -0.10097 -0.071 0.119 -0.141
H 5.52639 4.18456 1.49899 -0.073 -0.225 -0.037
H 5.35422 5.17165 0.07180 -0.005 -0.091 -0.190
O 5.28049 1.81654 -2.25486 -0.063 -0.109 -0.106
C 5.64391 0.88693 -1.58355 -0.073 0.246 0.277
O 5.32782 -0.36099 -1.95341 -0.055 -0.148 -0.495
C 5.86377 -1.53586 -1.33508 -0.042 -0.200 0.283
C 5.06314 -1.92738 -0.10979 -0.046 0.169 0.115
C 6.37065 1.10998 -0.28614 0.643 -0.226 0.041
H 6.92687 -1.41343 -1.11880 -0.051 0.088 0.040
H 5.79045 -2.32644 -2.08184 -0.058 0.188 -0.123
H 5.10043 -1.15301 0.65840 0.074 -0.056 0.012
H 5.44408 -2.85553 0.31813 -0.017 0.011 -0.028
H 4.01313 -2.06528 -0.37188 0.049 -0.081 -0.055
H 5.64035 1.29312 0.50311 0.018 -0.061 0.011
H 7.00806 1.98524 -0.39698 -0.140 0.020 -0.004
H 7.02487 0.28977 0.00127 -0.170 -0.078 0.111
```
Positions in Å, forces in eV/Å.

Gap between HOMO and LUMO: 0.3629 Eh
Highest occupied orbital energy: -9.3148 eV
E_LUMO: 0.6 eV
Maximum force: 0.07659 hartree/bohr
Net charge: 0
Electronic energy: -61403.5666 eV

=====

No. 3
Density functional theory data (ωB97M-V with the def2-TZVPD basis set) for C18H40OP2SiV as an isolated structure at a distorted geometry.

```
63
Properties=species:S:1:pos:R:3:forces:R:3
P -2.43489 0.68457 0.55847 2.829 -0.902 0.078
P 1.04753 -1.77056 -1.71171 -0.339 0.688 0.421
C -0.64472 0.44406 -0.07398 -0.043 0.479 -0.241
C -0.20706 -0.28130 -1.38597 -0.608 -0.276 -0.554
H -0.04350 0.06496 0.79949 -0.984 -0.438 -0.236
H -0.44307 1.55384 -0.24202 -0.094 -0.420 0.020
H -1.10072 -0.75160 -1.81756 0.087 0.033 -0.041
H 0.11491 0.49562 -2.09642 -0.240 -0.114 0.256
C 2.47565 -1.58782 -0.53067 -0.195 -0.084 -0.046
H 2.93002 -2.58353 -0.43383 -0.218 0.198 0.147
H 2.07152 -1.28820 0.44335 0.268 -0.177 -0.084
H 3.26502 -0.90428 -0.87882 -0.427 -0.055 0.143
C 1.88070 -0.98955 -3.20031 0.100 -0.050 -0.109
H 2.77657 -0.38645 -2.98476 -0.336 -0.024 -0.025
H 1.16344 -0.39596 -3.78377 0.187 -0.158 0.028
H 2.19449 -1.83811 -3.82415 -0.022 0.263 0.012
C -2.26050 1.33243 2.24156 -0.217 0.077 0.051
H -3.15249 1.02173 2.79699 0.152 0.027 0.020
H -2.19558 2.42518 2.26664 0.039 -0.288 -0.074
H -1.36740 0.90881 2.71757 -0.279 0.007 -0.143
C -3.44161 1.84415 -0.38429 -0.540 0.179 -0.291
H -3.02388 2.05253 -1.38016 -0.096 -0.199 0.335
H -3.57092 2.79775 0.15298 0.336 -0.392 -0.105
H -4.45062 1.42169 -0.49374 0.280 0.012 -0.128
V 1.13633 1.66403 0.67492 -2.281 -3.893 0.514
C 2.37280 2.18828 -0.72562 2.989 -0.362 -0.179
C 3.09012 1.74505 0.48056 2.198 -0.064 -2.249
C 3.37244 2.57441 1.67735 0.312 0.843 1.023
C 2.23524 3.52118 2.16026 -0.030 1.289 0.875
C 0.82879 3.01520 1.97981 -1.274 1.832 0.189
C 0.04333 3.31973 0.75313 -0.585 0.040 1.735
C 0.57505 4.02096 -0.45110 -0.214 1.265 -0.499
C 1.98015 3.59962 -0.98746 0.092 0.976 -0.633
C -3.02544 -0.97890 0.70240 -0.903 0.164 0.001
H 2.57446 1.57367 -1.60938 -0.152 0.074 0.289
H 3.84491 0.97444 0.30701 -0.509 -0.115 0.169
H 4.24834 3.22335 1.50297 -0.076 -0.124 0.041
H 3.63051 1.94465 2.55015 0.003 -0.028 -0.595
H 2.38693 3.73015 3.23710 0.112 -0.199 -0.427
H 2.33351 4.51576 1.69750 0.035 -0.308 -0.111
H 0.26688 2.73761 2.88798 0.194 0.244 -0.382
H -1.05635 3.34018 0.83352 0.512 0.155 0.070
H 0.58590 5.10657 -0.25010 0.158 -0.093 -0.285
H -0.13341 3.89007 -1.29197 0.075 -0.030 0.438
H 1.96661 3.72660 -2.08573 -0.106 0.081 0.440
H 2.74255 4.31676 -0.63640 -0.221 -0.330 0.099
H -3.00728 -1.45908 -0.28031 -0.004 0.002 0.223
H -4.04114 -0.94880 1.11641 0.101 -0.259 -0.118
H -2.33532 -1.51937 1.36482 0.062 0.054 -0.277
C -2.40265 -3.83979 -1.29636 0.038 -0.042 0.065
Si -1.01161 -3.99129 0.02529 0.498 -0.510 -0.624
C -1.84924 -4.92184 1.45299 -0.073 -0.059 0.169
C 0.19966 -5.26873 -0.75426 -0.240 0.057 0.137
O -0.30002 -2.62012 0.39661 -0.407 0.504 0.356
H -2.71644 -4.83944 -1.63264 0.054 0.199 0.065
H -2.05288 -3.29067 -2.18177 -0.016 -0.059 0.132
H -3.30127 -3.33919 -0.91087 0.051 -0.129 -0.087
H -2.17953 -5.92167 1.13503 0.076 0.186 -0.010
H -1.17074 -5.05999 2.30548 -0.082 0.067 -0.148
H -2.74331 -4.40060 1.82109 0.106 0.005 -0.001
H 0.59823 -4.91430 -1.71825 -0.111 -0.057 0.320
H 1.04662 -5.45670 -0.07456 -0.196 0.044 -0.199
H -0.31560 -6.22774 -0.93046 0.177 0.197 0.040
```
Positions in Å, forces in eV/Å.

Gap between HOMO and LUMO (alpha / beta): 0.2381 / 0.2459 Eh
Highest occupied orbital energy (alpha / beta): -6.5718 / -6.9855 eV
Multiplicity: 4
E_LUMO (alpha / beta): -0.1 / -0.3 eV
Maximum force: 0.08830 hartree/bohr
Relative energy (zero: lowest compared OMol25 entry of this formula, charge and spin): 601.2 kJ/mol
Net charge: 0
Electronic energy: -73498.7026 eV

=====

Which formula does entry 1 have?
C18H40BN3O36S7

=====

What is the electronic energy in the second record?
-61403.5666 eV

=====

Which of these has the lowest maximum force?
C18H40NO10PS